# 1
Density functional theory data (ωB97M-V with the def2-TZVPD basis set) for a structure of composition C2H2N2OS.

XYZ file:
```
8
Properties=species:S:1:pos:R:3:mulliken_charge:R:1
C -1.36 -1.28 -0.24 0.414
C 1.03 0.03 0.57 0.584
N -1.72 -1.17 -1.32 -0.463
N 0.46 0.91 -0.24 -0.365
O 2.07 -0.30 1.01 -0.357
S -0.91 -1.01 1.30 -0.314
H 0.95 1.77 -0.53 0.262
H -0.53 1.05 -0.53 0.240
```

* orbital gap (spin up / spin down): 8.93 / 8.93 eV
* largest force on an atom: 2.67 eV Å⁻¹
* energy above the lowest of the compared OMol25 structures with the same formula, charge and spin: 23.8 kcal/mol
* total charge: 0

=====

# 2
Density functional theory data (ωB97M-V with the def2-TZVPD basis set) for the molecule C2H2N2OS.

XYZ file:
```
8
Properties=species:S:1:pos:R:3:mulliken_charge:R:1
C -0.22 0.01 0.04 0.448
C 0.63 1.11 -0.02 -0.079
H -2.18 -1.26 0.40 0.183
H 0.35 2.19 0.23 0.314
N 1.86 0.65 0.00 -0.262
N 0.49 -1.12 0.00 -0.316
O 1.79 -0.70 -0.02 -0.018
S -1.96 0.08 -0.04 -0.271
```

* orbital gap: 10.10 eV
* largest force on an atom: 2.21 eV Å⁻¹
* energy above the lowest of the compared OMol25 structures with the same formula, charge and spin: 59.9 kcal/mol
* total charge: 0
* SMILES: Sc1cnon1